# 1
Density functional theory data (ωB97M-V/def2-TZVPD) for C18H29Cl4GeN2O4PdSSi as an isolated structure.

XYZ file:
```
61
C18H29Cl4GeN2O4PdSSi | the OMol25 dataset | ωB97M-V/def2-TZVPD
Pd 1.20 0.86 -0.02
C 1.78 0.60 4.92
Si 0.71 1.13 3.51
C 0.00 2.83 3.76
C -0.66 -0.10 3.17
O 1.66 1.20 2.12
H 1.20 0.56 5.85
H 2.60 1.30 5.09
H 2.21 -0.39 4.76
H -0.63 2.87 4.65
H -0.64 3.14 2.92
H 0.79 3.58 3.91
H -1.29 -0.21 4.05
H -0.25 -1.08 2.92
H -1.29 0.24 2.34
C -3.82 -6.18 -1.92
C -2.93 -5.02 -1.60
C -3.31 -3.98 -0.79
C -2.46 -2.85 -0.48
C -3.02 -1.80 0.39
C -1.16 -2.81 -1.03
C -0.23 -1.69 -0.79
O -0.49 -0.73 -0.07
C -0.73 -3.85 -1.85
C 0.61 -3.91 -2.48
C -1.64 -4.95 -2.12
H -4.74 -6.14 -1.33
H -3.32 -7.12 -1.72
H -4.09 -6.17 -2.97
H -4.30 -3.98 -0.34
H -4.03 -2.03 0.69
H -2.98 -0.83 -0.12
H -2.39 -1.67 1.28
H 0.73 -1.74 -1.30
H 1.41 -3.81 -1.74
H 0.73 -3.07 -3.18
H 0.76 -4.84 -3.02
H -1.27 -5.74 -2.76
Cl 5.76 0.56 1.79
Ge 3.56 0.82 1.84
Cl 3.36 2.23 0.01
Cl 2.91 -0.99 0.56
S -0.42 2.68 -0.35
C 0.69 4.02 -0.31
N 1.06 4.61 0.81
C 2.07 5.64 0.55
C 2.09 5.70 -1.00
N 1.22 4.58 -1.37
H 0.85 4.23 1.72
H 3.03 5.34 0.96
H 1.77 6.59 1.00
H 3.09 5.55 -1.40
H 1.69 6.64 -1.38
H 1.02 4.26 -2.30
Cl -0.85 -0.76 -4.14
C 0.16 0.70 -4.31
C 0.44 1.25 -2.91
O 0.01 2.40 -2.66
O 1.06 0.49 -2.13
H -0.39 1.42 -4.91
H 1.09 0.41 -4.79
```

<S²> = 8.785
Kohn-Sham gap (alpha / beta) = 0.2271 / 0.1929 Ha
multiplicity = 6
E_LUMO (alpha / beta) = -6.6 / -9.9 eV
E = -159093.3108 eV
largest force on an atom = 0.11 eV Å⁻¹
energy above the lowest of the compared OMol25 structures with the same formula, charge and spin = 0.0 kcal per mole
total charge = +2

Atomic partial charges in e from the Mulliken method, atoms 1 to 2: Pd 0.909; C -1.184



# 2
Density functional theory data (ωB97M-V/def2-TZVPD) for C32H56InN3S3SbSi as an isolated structure in a non-equilibrium geometry.

XYZ file:
```
97
C32H56InN3S3SbSi | the OMol25 dataset | ωB97M-V/def2-TZVPD
In 0.30 -1.18 0.53
S 3.65 -0.37 4.01
C 2.76 -0.82 2.66
S 1.04 -0.82 2.82
S 3.46 -1.23 1.13
C 2.97 3.30 2.19
C 2.58 3.47 0.73
C 2.80 4.93 0.31
C 3.49 2.57 -0.09
Sb 0.56 2.67 0.34
C 0.05 3.51 -1.64
C -0.32 4.97 -1.77
C -1.14 2.68 -2.09
C 1.21 3.23 -2.62
C -0.78 3.74 1.76
C -2.20 3.72 1.15
C -0.80 2.90 2.98
C -0.49 5.20 2.09
H 4.05 3.31 2.37
H 2.54 2.37 2.63
H 2.53 4.19 2.76
H 3.87 5.28 0.41
H 2.16 5.74 0.72
H 2.60 4.92 -0.78
H 4.54 2.95 0.06
H 3.21 2.65 -1.17
H 3.59 1.57 0.38
H -1.13 5.23 -1.09
H -0.65 5.11 -2.81
H 0.48 5.67 -1.51
H -2.05 2.65 -1.50
H -0.82 1.61 -2.14
H -1.51 2.92 -3.04
H 1.98 3.97 -2.38
H 0.74 3.29 -3.59
H 1.57 2.20 -2.48
H -2.58 2.71 1.07
H -2.22 4.12 0.11
H -2.94 4.33 1.71
H -1.27 1.99 2.73
H -1.39 3.45 3.79
H 0.20 2.54 3.27
H -0.46 5.85 1.22
H 0.50 5.25 2.55
H -1.22 5.57 2.80
C 2.45 -3.66 -1.85
Si 1.42 -2.27 -2.71
C -0.04 -3.09 -3.44
C 2.43 -1.54 -4.11
C 0.78 -0.87 -1.59
H 2.82 -4.37 -2.63
H 1.99 -4.26 -1.08
H 3.31 -3.21 -1.43
H -0.39 -3.77 -2.69
H 0.22 -3.85 -4.26
H -0.89 -2.47 -3.71
H 2.84 -2.29 -4.80
H 3.25 -0.94 -3.75
H 1.82 -0.91 -4.75
H 0.01 -0.28 -2.09
H 1.60 -0.17 -1.43
C 2.19 -6.31 2.11
C 2.76 -4.91 1.93
N 1.61 -4.01 1.83
C 0.48 -4.24 1.10
N -0.30 -3.26 0.75
C -1.61 -3.55 0.12
C -2.13 -4.97 0.29
C -0.94 -5.84 -0.09
N 0.14 -5.57 0.91
C 1.21 -6.58 0.99
H 1.69 -6.34 3.03
H 2.89 -7.14 2.02
H 3.30 -4.91 1.01
H 3.34 -4.64 2.75
H 1.89 -3.06 1.88
H -1.54 -3.13 -0.96
H -2.32 -2.81 0.52
H -2.97 -5.10 -0.41
H -2.42 -5.15 1.30
H -0.55 -5.59 -1.11
H -1.11 -6.93 -0.08
H 1.83 -6.52 0.02
H 0.72 -7.57 1.18
C -1.76 -0.44 0.85
C -2.87 -0.05 0.68
C -4.25 0.41 0.53
C -4.88 0.33 -0.71
C -6.14 0.89 -0.90
C -6.76 1.62 0.14
C -6.09 1.75 1.36
C -4.88 1.17 1.55
H -4.44 -0.11 -1.63
H -6.60 0.83 -1.89
H -7.75 2.05 0.03
H -6.50 2.34 2.17
H -4.30 1.34 2.49
```

Kohn-Sham gap = 0.2230 Ha
E_LUMO = 2.3 eV
E = -90658.3357 eV
largest force on an atom = 3.84 eV Å⁻¹
energy above the lowest of the compared OMol25 structures with the same formula, charge and spin = 0.0 kcal per mole
total charge = -1

Atomic partial charges in e from the Mulliken method, atoms 1 to 2: In 1.811; S -0.344